1.
Entry from OMol25: a molecular structure, C32H27N3S2W (ωB97M-V/def2-TZVPD).

```
65
C32H27N3S2W | OMol25 | ωB97M-V/def2-TZVPD
W 1.126 0.533 0.229
C -5.457 -0.526 2.235
C -4.337 0.385 2.762
C -4.728 0.939 4.141
C -4.170 1.558 1.798
C -3.058 -0.434 2.898
C -3.050 -1.549 3.764
C -1.945 -2.348 3.942
C -0.791 -2.025 3.232
S 0.752 -2.824 3.223
C 1.339 -1.690 2.110
N 0.461 -0.759 1.742
C -0.771 -0.928 2.374
C -1.901 -0.132 2.200
C 2.671 -1.614 1.519
C 3.719 -2.468 1.821
C 4.941 -2.280 1.187
C 5.107 -1.260 0.259
C 4.051 -0.410 -0.050
C 2.815 -0.565 0.580
H -6.378 0.048 2.131
H -5.660 -1.355 2.912
H -5.201 -0.939 1.258
H -5.641 1.528 4.055
H -3.945 1.583 4.544
H -4.917 0.143 4.861
H -5.109 2.109 1.737
H -3.924 1.224 0.787
H -3.405 2.260 2.138
H -3.949 -1.792 4.312
H -1.977 -3.196 4.611
H -1.871 0.707 1.516
H 3.599 -3.272 2.537
H 5.768 -2.937 1.415
H 6.064 -1.131 -0.229
H 4.195 0.365 -0.794
C 0.439 -0.399 -1.339
C -0.018 -1.017 -2.303
C -0.534 -1.730 -3.402
C -1.782 -1.374 -3.940
C -2.278 -2.078 -5.018
C -1.546 -3.130 -5.558
C -0.312 -3.486 -5.026
C 0.203 -2.791 -3.950
H -2.339 -0.555 -3.506
H -3.237 -1.812 -5.441
H -1.943 -3.679 -6.402
H 0.246 -4.307 -5.454
H 1.161 -3.056 -3.525
N 1.786 2.403 1.676
C 2.363 2.974 0.495
N 2.072 2.285 -0.576
C 2.672 2.819 -1.711
C 2.571 2.334 -3.012
C 3.245 3.018 -4.001
C 4.003 4.161 -3.709
C 4.109 4.649 -2.423
C 3.434 3.958 -1.422
S 3.385 4.316 0.286
H 1.034 2.976 2.054
H 2.466 2.243 2.417
H 1.978 1.454 -3.226
H 3.188 2.672 -5.023
H 4.515 4.672 -4.512
H 4.695 5.531 -2.206
```

## Properties
- Energy relative to the best compared isomer or geometry (same formula, charge and spin): 6.26 kcal/mol
- E_tot: -61572.604 eV
- HOMO (spin up / spin down): -0.4790 / -0.4798 Eh
- LUMO (spin up / spin down): -7.40 / -7.38 eV
- Net charge: +2

natural (NBO) atomic charge list, values in e, 5 entries: 1.5808, -0.5967, -0.0900, -0.5967, -0.6088

2.
Entry from OMol25: a molecular structure, C32H27N5OPRbSSe3Te (ωB97M-V/def2-TZVPD).

```
72
C32H27N5OPRbSSe3Te | OMol25 | ωB97M-V/def2-TZVPD
Rb 1.377 -2.156 1.343
N 3.391 -0.002 5.114
C 2.695 0.032 3.920
S 3.631 -0.053 2.475
N 1.402 0.203 4.104
N 0.626 0.127 2.989
C -0.589 0.508 3.136
C -1.098 1.136 4.390
C -2.129 0.534 5.104
C -2.613 1.111 6.270
C -2.076 2.304 6.730
C -1.046 2.912 6.021
C -0.558 2.329 4.863
C -1.564 0.272 2.036
C -2.692 1.085 1.918
C -3.615 0.820 0.922
C -3.409 -0.269 0.094
C -2.258 -1.022 0.279
N -1.343 -0.750 1.201
H 4.305 -0.415 5.043
H 2.829 -0.264 5.910
H -2.543 -0.400 4.743
H -3.408 0.623 6.822
H -2.452 2.756 7.640
H -0.615 3.839 6.380
H 0.262 2.782 4.322
H -2.829 1.915 2.599
H -4.486 1.453 0.801
H -4.113 -0.534 -0.685
H -2.064 -1.889 -0.342
O 3.958 -2.223 -0.153
N 3.316 -1.209 -0.851
C 3.546 -1.256 -2.097
C 3.088 -0.154 -2.977
C 3.947 0.162 -4.025
C 3.726 1.268 -4.835
C 2.629 2.074 -4.591
C 1.736 1.736 -3.579
C 1.927 0.615 -2.779
P 0.635 0.007 -1.600
C -0.638 1.325 -1.740
C -0.515 2.367 -0.818
C -1.429 3.410 -0.793
C -2.499 3.415 -1.677
C -2.648 2.372 -2.580
C -1.725 1.334 -2.612
C 0.000 -1.328 -2.691
C -0.279 -2.567 -2.122
C -0.716 -3.626 -2.909
C -0.884 -3.451 -4.272
C -0.609 -2.219 -4.855
C -0.159 -1.170 -4.071
H 3.923 -1.872 0.756
H 4.190 -2.028 -2.514
H 4.817 -0.463 -4.190
H 4.413 1.498 -5.639
H 2.446 2.951 -5.200
H 0.853 2.345 -3.430
H 0.299 2.341 -0.100
H -1.317 4.206 -0.066
H -3.223 4.221 -1.651
H -3.492 2.359 -3.260
H -1.859 0.519 -3.310
H -0.124 -2.768 -1.066
H -0.873 -4.594 -2.455
H -1.189 -4.291 -4.883
H -0.717 -2.084 -5.925
H 0.092 -0.224 -4.538
Se -0.210 -4.747 2.673
Se -0.748 -5.301 0.465
Te 1.684 -5.593 -0.404
Se 1.610 -6.344 -2.777
```

## Properties
- Energy relative to the best compared isomer or geometry (same formula, charge and spin): 24.93 kcal/mol
- E_tot: -267234.084 eV
- HOMO: -0.0139 Eh
- LUMO: 3.70 eV
- Net charge: -2

Löwdin atomic charge list, values in e, 5 entries: 0.4082, 0.0217, -0.9434, 0.4385, -0.0333